{
  "formula": "C4H11ClCrNO2Rh",
  "method": "ωB97M-V/def2-TZVPD",
  "relative_energy_kcal_mol": 47.20,
  "homo_ev": [3.08, -2.00],
  "multiplicity": 9,
  "charge": -2,
  "e_tot_ha": -1978.94652,
  "max_force_ha_per_bohr": 0.09603,
  "homo_lumo_gap_ev": [2.0, 5.7],
  "lumo_ev": [5.08, 3.69],
  "species": ["Rh", "Cl", "C", "H", "H", "H", "Cr", "C", "C", "C", "H", "H", "H", "H", "H", "H", "H", "H", "O", "N", "O"],
  "xyz": [[-0.1699, -0.4040, 2.0950], [-0.3206, 1.5452, 0.5846], [-1.8089, -1.2502, 2.4478], [-1.6026, -1.9040, 3.3183], [-2.3757, -1.7630, 1.6551], [-2.3625, -0.3893, 2.8299], [0.2932, 0.5000, -1.2793], [-1.2643, 0.9655, -2.5432], [2.0000, 1.4570, -1.9639], [0.6023, -1.3959, -1.2918], [2.8206, 1.2794, -1.2266], [2.3096, 1.0129, -2.9442], [1.8298, 2.5511, -2.0922], [-2.1874, 0.4869, -2.1459], [-1.4092, 2.0659, -2.6215], [-1.0610, 0.5453, -3.5606], [-0.0851, -2.2732, -1.5153], [1.5599, -2.0021, -1.2296], [0.9215, -0.6392, 4.8908], [0.7090, -0.4698, 3.7111], [1.6014, 0.0817, 2.8815]]
}

=====

{
  "formula": "C5H8",
  "method": "ωB97M-V/def2-TZVPD",
  "relative_energy_kcal_mol": 52.71,
  "smiles": "C=CC(=C)C",
  "homo_ev": -9.45,
  "multiplicity": 1,
  "e_tot_ha": -195.20803,
  "max_force_ha_per_bohr": 0.06249,
  "homo_lumo_gap_ev": 10.5,
  "lumo_ev": 1.09,
  "species": ["C", "C", "C", "C", "C", "H", "H", "H", "H", "H", "H", "H", "H"],
  "xyz": [[0.0220, -1.7658, 0.0647], [0.4090, -0.2304, 0.2251], [1.2271, 0.1996, 1.1852], [-1.2837, 1.4298, -0.6471], [-0.2015, 0.7120, -0.8468], [-0.3419, -2.1582, 1.0885], [-0.9676, -1.8597, -0.6171], [0.9488, -2.3051, -0.4423], [1.3682, -0.3617, 2.0626], [1.5455, 1.1731, 1.1278], [-1.7374, 1.1200, 0.2295], [-2.0008, 1.7581, -1.5129], [0.1473, 0.5627, -1.8221]]
}

=====

{
  "formula": "C5H11NO",
  "method": "ωB97M-V/def2-TZVPD",
  "relative_energy_kcal_mol": 119.22,
  "homo_ev": -8.52,
  "multiplicity": 1,
  "e_tot_ha": -326.94136,
  "max_force_ha_per_bohr": 0.04689,
  "homo_lumo_gap_ev": 9.3,
  "lumo_ev": 0.79,
  "species": ["C", "C", "C", "N", "H", "H", "H", "H", "H", "H", "H", "C", "C", "O", "H", "H", "H", "H"],
  "xyz": [[1.3599, 0.3627, -1.6754], [0.3838, -1.2271, 0.4631], [1.0849, 0.6525, -0.2393], [1.7746, 1.1512, 0.6667], [1.5163, 2.0622, 1.0244], [1.4353, 1.3132, -2.2073], [0.5863, -0.2485, -2.1323], [2.3182, -0.1562, -1.7421], [1.4027, -1.5250, 0.2091], [-0.2408, -2.0537, 0.1178], [0.3332, -1.1031, 1.5420], [-2.0392, -0.0267, 1.1036], [-1.1236, 0.1099, -0.0756], [-0.5524, 1.2670, -0.2668], [-1.4022, -0.4622, -0.9693], [-1.5678, 0.3884, 1.9962], [-2.3255, -1.0644, 1.2791], [-2.9434, 0.5598, 0.9060]]
}

=====

{
  "formula": "C3H7NO3S",
  "method": "ωB97M-V/def2-TZVPD",
  "relative_energy_kcal_mol": 32.72,
  "homo_ev": -9.98,
  "multiplicity": 1,
  "e_tot_ha": -797.11318,
  "max_force_ha_per_bohr": 0.05896,
  "homo_lumo_gap_ev": 10.5,
  "lumo_ev": 0.51,
  "species": ["C", "C", "C", "N", "O", "O", "O", "S", "H", "H", "H", "H", "H", "H", "H"],
  "xyz": [[0.6363, -1.2312, -0.7847], [0.3863, -0.1209, 0.2473], [-0.2547, 1.0428, -0.4649], [-0.2516, -0.3880, 1.4582], [3.1046, -0.7625, 0.9508], [2.8453, 1.4521, -0.2864], [1.8408, -0.8508, -1.3330], [2.3610, 0.1200, 0.0816], [0.8302, -2.1730, -0.2548], [-0.2635, -1.3275, -1.3784], [-1.3950, 0.9488, -0.6485], [0.2464, 1.2438, -1.3743], [-0.2523, 1.8994, 0.1072], [-0.2143, 0.3886, 2.1421], [0.0488, -1.2552, 1.9424]]
}

=====

{
  "formula": "C4H5NO",
  "method": "ωB97M-V/def2-TZVPD",
  "relative_energy_kcal_mol": 138.04,
  "homo_ev": -9.11,
  "multiplicity": 1,
  "e_tot_ha": -285.19460,
  "max_force_ha_per_bohr": 0.05420,
  "homo_lumo_gap_ev": 9.5,
  "lumo_ev": 0.37,
  "species": ["C", "C", "C", "C", "N", "O", "H", "H", "H", "H", "H"],
  "xyz": [[-2.4353, -0.4489, 0.4888], [0.5774, 1.0930, 0.0130], [0.8513, -1.4284, -0.2417], [0.1156, -0.3429, -0.1063], [-1.2749, -0.4024, -0.1719], [-2.1165, 0.7417, -0.0869], [1.7340, 1.2184, -0.0166], [0.3874, 1.6020, 0.9503], [1.8732, -1.4254, 0.0814], [0.2478, -2.2702, -0.2074], [0.0400, 1.6631, -0.7027]]
}

=====

{
  "formula": "C9H14N4O4S",
  "method": "ωB97M-V/def2-TZVPD",
  "relative_energy_kcal_mol": 51.98,
  "homo_ev": -7.12,
  "multiplicity": 1,
  "e_tot_ha": -1269.18196,
  "max_force_ha_per_bohr": 0.18144,
  "homo_lumo_gap_ev": 6.4,
  "lumo_ev": -0.72,
  "species": ["O", "N", "O", "C", "C", "C", "N", "O", "O", "C", "S", "H", "H", "N", "C", "C", "C", "C", "C", "N", "H", "H", "H", "H", "H", "H", "H", "H", "H", "H", "H", "H"],
  "xyz": [[3.4128, -3.2466, 2.4925], [3.2861, -2.1252, 1.9056], [4.2296, -1.3126, 1.6948], [1.9740, -1.7339, 1.4995], [0.7795, -2.2720, 1.9959], [-0.2277, -1.3397, 1.5850], [-1.5926, -1.7508, 1.4334], [-2.2614, -0.8795, 0.7469], [-2.0684, -2.8331, 1.8565], [0.2006, -0.0180, 0.9485], [2.0151, -0.1783, 0.7501], [0.7098, -3.3547, 2.2197], [-0.0525, 0.7351, 1.7709], [-0.6064, 2.3957, 1.2460], [-1.0117, 2.4354, -0.1550], [-0.1251, 1.5725, -1.0209], [-0.6661, 1.3588, -2.4459], [-0.3057, -0.0673, -2.8416], [-0.1360, -0.8772, -1.5623], [-0.2792, 0.1773, -0.2914], [0.2599, 2.8941, 1.3222], [-1.2691, 2.8622, 1.8548], [-2.0250, 2.0120, -0.2352], [-1.0360, 3.4430, -0.5796], [0.9326, 1.9414, -1.0029], [-1.7692, 1.4706, -2.4077], [-0.2273, 2.1356, -3.0828], [-1.1331, -0.5007, -3.4153], [0.6724, -0.0239, -3.3345], [-1.0028, -1.4443, -1.2767], [0.7478, -1.4762, -1.4791], [-1.4250, 0.0004, -0.1914]]
}

=====

{
  "formula": "H11O5",
  "method": "ωB97M-V/def2-TZVPD",
  "relative_energy_kcal_mol": 46.45,
  "homo_ev": -14.36,
  "multiplicity": 1,
  "charge": 1,
  "e_tot_ha": -382.50402,
  "max_force_ha_per_bohr": 0.08621,
  "homo_lumo_gap_ev": 11.0,
  "lumo_ev": -3.39,
  "species": ["O", "H", "H", "H", "O", "H", "H", "O", "H", "H", "O", "H", "H", "O", "H", "H"],
  "xyz": [[33.5000, 34.1590, 36.2350], [32.7920, 34.7010, 35.7900], [33.4740, 34.3670, 37.1660], [34.2820, 34.0850, 35.6040], [32.9310, 36.2510, 37.8510], [32.8390, 37.0830, 37.4320], [32.9080, 36.4070, 38.7740], [29.9430, 34.0960, 34.9340], [29.1290, 34.1020, 34.2330], [30.3020, 33.2520, 35.2180], [35.5140, 34.6650, 34.4680], [35.4740, 35.5760, 34.4150], [36.3960, 34.6700, 34.8480], [32.4970, 35.8340, 34.3130], [31.9820, 36.5360, 34.6520], [32.7990, 36.0270, 33.3950]]
}

=====

{
  "formula": "C3H11O3",
  "method": "ωB97M-V/def2-TZVPD",
  "relative_energy_kcal_mol": 14.18,
  "homo_ev": -3.62,
  "multiplicity": 1,
  "charge": -1,
  "e_tot_ha": -346.62984,
  "max_force_ha_per_bohr": 0.03822,
  "homo_lumo_gap_ev": 7.6,
  "lumo_ev": 3.98,
  "species": ["C", "O", "C", "C", "H", "H", "H", "H", "H", "H", "H", "H", "H", "O", "H", "H", "O"],
  "xyz": [[0.0295, -0.5160, 0.3691], [-0.7202, 0.3882, -0.3915], [1.5184, -0.4646, -0.0095], [2.3154, -1.0382, 1.1778], [-0.3156, -1.5506, 0.2186], [-0.0815, -0.2419, 1.4368], [1.7566, 0.5998, -0.0563], [1.5999, -0.9830, -0.9626], [3.3983, -1.1811, 1.1257], [2.0078, -2.0762, 1.3146], [2.0134, -0.4784, 2.0578], [-1.7712, -0.1351, -2.8269], [-1.2731, -0.6554, -1.4439], [-1.7362, -0.9298, -2.3036], [-0.3127, 2.3092, 1.4927], [-1.4149, 1.8035, 0.4572], [-1.2127, 2.4225, 1.1935]]
}